Record 1
C4H4O2S | ωB97M-V/def2-TZVPD

As for the total energy: -703.425023 hartree. The value obtained for the HOMO energy is -8.517 eV. For the molecular weight, the calculation gives 116.14 Da. The energy above the lowest of the compared OMol25 structures with the same formula, charge and spin comes out at 1.821 eV. As for the structure (SMILES): Oc1ccoc1S.

Geometry as ORCA input:
```
! wB97M-V def2-TZVPD RIJCOSX def2/J DEFGRID3
* xyz 0 1
O -0.37124 2.06050 -0.02373
C -0.69587 0.73670 0.06020
C -1.95588 0.23375 -0.00295
C -1.71169 -1.10518 0.08853
O -0.44175 -1.45448 -0.14514
C 0.31211 -0.25427 -0.01065
S 2.07152 -0.18875 -0.04099
H 0.53146 2.06156 -0.33873
H -2.91074 0.77554 0.26239
H -2.33532 -1.88565 0.03526
H 2.38228 -0.44569 1.23717
*
```

---

Record 2
C5H7IO2 | ωB97M-V/def2-TZVPD

As for the total energy: -642.821143 hartree. The value obtained for the HOMO energy (alpha / beta) is -7.550 / -7.551 eV. For the molecular weight, the calculation gives 226.01 Da. The energy above the lowest of the compared OMol25 structures with the same formula, charge and spin comes out at 0.341 eV.

Geometry as ORCA input:
```
! wB97M-V def2-TZVPD RIJCOSX def2/J DEFGRID3
* xyz 0 1
C -0.74473 -2.49187 0.28675
C -0.17970 -1.72441 -0.67694
C 0.69190 1.35531 0.92273
C 0.72537 1.79290 -0.54192
C 0.09042 -0.32677 -0.38465
O 0.46315 -0.03847 0.85948
O 0.37705 0.57032 -1.26160
I -2.77289 0.45034 -0.20073
H -0.97418 -3.50286 0.30920
H -0.75271 -1.94897 1.18253
H -0.03234 -1.95642 -1.65731
H 1.61252 1.46191 1.48985
H -0.16506 1.73945 1.39340
H -0.04899 2.50809 -0.78149
H 1.71018 2.11143 -0.93931
*
```

---

Record 3
C11H19CoNO7 | ωB97M-V/def2-TZVPD

As for the total energy: -2394.037386 hartree. The value obtained for the HOMO energy (alpha / beta) is 2.694 / -1.082 eV. For the molecular weight, the calculation gives 336.21 Da. The energy above the lowest of the compared OMol25 structures with the same formula, charge and spin comes out at 15.379 eV.

Geometry as ORCA input:
```
! wB97M-V def2-TZVPD RIJCOSX def2/J DEFGRID3
* xyz -2 4
Co -8.27919 28.74591 8.51997
C -8.62075 26.67807 8.35908
O -8.06218 25.92730 9.13628
O -9.39263 27.56261 8.71591
O -7.69611 27.33689 7.82063
C -6.28846 28.94924 9.25216
O -5.58058 28.01061 8.83014
O -6.93846 29.66495 8.51735
O -7.21058 28.38024 9.84382
C -10.05793 28.23815 6.07806
C -10.35671 29.63607 6.79311
C -11.79872 29.58545 7.36014
C -12.23981 30.81330 8.24885
C -11.25247 30.64392 9.47807
C -9.77285 30.66821 9.01500
N -9.37444 29.81137 7.85549
O -8.14419 30.09188 7.34951
C -9.30326 32.15751 8.88459
C -8.99781 30.09573 10.22905
C -10.28746 30.75885 5.71568
H -10.42631 28.15107 5.05592
H -10.42925 27.35497 6.59786
H -8.99948 28.00628 5.95968
H -12.45758 29.55562 6.49231
H -11.84223 28.65274 7.92249
H -13.25336 30.55456 8.55523
H -12.22527 31.79520 7.77582
H -11.49249 29.74794 10.05053
H -11.47918 31.53113 10.06929
H -9.84370 32.59237 8.04380
H -9.72398 32.75066 9.69655
H -8.22518 32.27633 8.77624
H -9.23787 29.04004 10.35556
H -7.91788 30.20816 10.13305
H -9.30842 30.58413 11.15267
H -9.47673 30.53373 5.02276
H -9.99185 31.71925 6.13802
H -11.15135 30.85120 5.05743
H -8.34499 30.98614 7.06390
*
```